1.
Density functional theory data (ωB97M-V/def2-TZVPD) for a molecular structure, C17H16BrClCo at a distorted geometry.

Geometry (Å):
1 Br -1.79 0.60 0.50
2 Co -1.64 0.61 -1.81
3 Cl -0.82 -1.51 2.45
4 C 0.21 -1.39 -0.89
5 C 2.32 -0.78 4.71
6 C 1.18 -1.34 4.14
7 C 1.10 -0.46 -0.30
8 C -2.83 2.14 -2.16
9 C -2.12 0.50 -3.65
10 C -1.92 1.86 -3.24
11 C -3.59 0.94 -1.91
12 C -0.14 -0.91 -2.20
13 C 2.78 0.45 4.23
14 C -3.14 -0.07 -2.81
15 C 0.49 0.42 -2.35
16 C 0.47 -0.64 3.17
17 C 2.07 1.16 3.26
18 C 0.03 1.50 1.92
19 C 1.23 0.66 -1.15
20 C 0.84 0.67 2.75
21 H 0.63 0.97 -3.28
22 H 3.70 0.87 4.65
23 H -1.66 0.00 -4.50
24 H -1.27 2.60 -3.70
25 H -0.10 -2.34 -0.46
26 H 0.81 -2.32 4.43
27 H 1.66 -0.63 0.61
28 H 2.46 2.11 2.89
29 H 0.50 2.00 1.07
30 H 1.85 1.53 -0.96
31 H -2.98 3.10 -1.68
32 H -4.43 0.85 -1.21
33 H 2.85 -1.33 5.48
34 H -0.80 2.03 2.40
35 H -3.55 -1.08 -2.88
36 H -0.52 -1.55 -3.00

For the relative energy (zero: lowest compared OMol25 entry of this formula, charge and spin), the calculation gives 19.1 kcal per mole. As for the HOMO energy (spin up / spin down): 1.99 / 0.61 eV. As for the net charge: -2. As for the spin multiplicity: 4.

2.
Density functional theory data (ωB97M-V/def2-TZVPD) for a single C3H6N2O4 molecule at a distorted geometry.

Geometry (Å):
1 O 1.02 -0.99 2.38
2 O -1.47 0.39 -2.16
3 O 2.12 -0.65 0.26
4 O 0.68 0.34 -1.56
5 N -0.75 0.23 0.00
6 N -0.57 0.28 -1.31
7 C -2.05 0.07 0.37
8 C 1.13 -0.49 1.21
9 C 0.19 0.65 0.92
10 H -2.66 0.97 0.09
11 H -0.26 1.15 1.70
12 H -2.75 -0.92 0.06
13 H 0.79 1.41 0.12
14 H -1.93 0.04 1.52
15 H 1.84 -0.36 -0.74

For the relative energy (zero: lowest compared OMol25 entry of this formula, charge and spin), the calculation gives 170.1 kcal per mole. As for the HOMO energy: -10.24 eV. Its structure (SMILES) is CN(CC(=O)O)[N+](=O)[O-]. As for the net charge: 0.

| no. | DFT total energy (a.u.) |
| --- | --- |
| 1 | -5074.1523 |
| 2 | -528.1850 |